(1)
A structure of composition C29H77FFeO10 at a distorted geometry. Source: the OMol25 dataset; level of theory: the ωB97M-V functional and the def2-TZVPD basis.

Atoms and positions in Å:
Fe: -1.5881 -2.2085 2.3370
C: 0.5273 0.1713 -0.1995
C: -0.8972 0.2110 0.3440
O: -1.2273 -0.8690 1.1583
H: 0.6232 -0.6222 -0.9451
H: 1.2927 0.0001 0.5628
H: 0.8088 1.0904 -0.7171
H: -1.5773 0.2883 -0.5128
H: -1.0231 1.1300 0.9387
F: -2.8271 -3.0642 1.3370
C: -5.8905 -0.7493 -1.6139
C: -4.8112 -0.9363 -0.5607
C: -4.7542 0.2631 0.3794
O: -5.1331 -2.1061 0.1779
H: -5.4552 -0.1321 -2.4071
H: -6.8012 -0.2824 -1.2448
H: -6.1490 -1.6834 -2.1140
H: -3.8492 -1.0608 -1.0721
H: -5.7389 0.4639 0.7956
H: -4.3221 1.1361 -0.1201
H: -4.0442 0.0643 1.1933
H: -4.3403 -2.4175 0.6314
C: 1.7950 -4.7521 2.4753
C: 1.3123 -3.4842 1.8267
C: 1.9447 -3.2083 0.4810
O: -0.1423 -3.5080 1.6286
H: 1.3544 -4.9291 3.4601
H: 2.8725 -4.6548 2.6227
H: 1.6008 -5.6608 1.9034
H: 1.5144 -2.6166 2.4472
H: 1.5163 -2.3193 0.0275
H: 1.9247 -4.0678 -0.1944
H: 3.0136 -2.9958 0.5873
H: -0.3363 -4.1755 0.9593
C: 3.3742 -2.8482 -3.9605
C: 2.1302 -1.9983 -3.9363
C: 2.4004 -0.5341 -3.6836
O: 1.4544 -2.1505 -5.1882
H: 3.8935 -2.8111 -2.9995
H: 4.0908 -2.5254 -4.7174
H: 3.0845 -3.8766 -4.1753
H: 1.4731 -2.4026 -3.1464
H: 2.7678 -0.3797 -2.6631
H: 1.5010 0.0771 -3.7835
H: 3.1464 -0.1928 -4.4023
H: 0.5956 -1.7216 -5.0538
C: -0.0168 0.4709 5.2729
C: 0.3629 -0.1266 3.9355
C: 1.8566 -0.1652 3.7212
O: -0.2043 -1.4737 3.7983
H: 0.5395 0.0485 6.1102
H: -1.0687 0.2591 5.4875
H: 0.0758 1.5544 5.2187
H: -0.1096 0.4436 3.1369
H: 2.1901 0.8746 3.7538
H: 2.1498 -0.5568 2.7455
H: 2.3809 -0.7677 4.4654
H: 0.1933 -2.0465 4.4659
C: 4.8387 1.9733 -1.4141
C: 5.6301 0.8961 -0.6853
C: 4.7339 -0.1053 0.0100
O: 6.4520 0.1845 -1.6117
H: 4.2793 1.5951 -2.2682
H: 5.5101 2.7742 -1.7359
H: 4.1475 2.4736 -0.7262
H: 6.2615 1.3908 0.0632
H: 5.2465 -0.9724 0.4184
H: 3.8981 -0.4339 -0.6144
H: 4.2744 0.4982 0.8039
H: 6.9856 0.8152 -2.1052
C: -3.4908 -1.2315 -4.6247
C: -2.1934 -1.0788 -3.8729
C: -1.8565 -2.2907 -3.0390
O: -1.0997 -0.8932 -4.7946
H: -3.8135 -0.3079 -5.1070
H: -4.3023 -1.5115 -3.9469
H: -3.4194 -2.0351 -5.3572
H: -2.1915 -0.2085 -3.2024
H: -2.6160 -2.4317 -2.2700
H: -0.8638 -2.1782 -2.6003
H: -1.8558 -3.1922 -3.6562
H: -1.1329 -0.0027 -5.1587
C: 0.0298 3.8156 -2.7385
C: 0.0469 4.6006 -4.0336
C: 1.2426 4.2320 -4.9187
O: -1.1737 4.3874 -4.7603
H: -0.1927 2.7513 -2.8718
H: -0.7478 4.1923 -2.0709
H: 1.0252 3.8408 -2.2867
H: 0.1319 5.6659 -3.7950
H: 0.9566 4.4109 -5.9543
H: 1.4532 3.1623 -4.8339
H: 2.1411 4.7931 -4.6725
H: -1.6650 5.2111 -4.7997
C: 1.5649 5.3601 3.2759
C: 2.1255 4.0072 2.8695
C: 2.0456 3.6995 1.3907
O: 3.4858 3.9193 3.2898
H: 0.5084 5.4643 3.0232
H: 2.1405 6.1491 2.7836
H: 1.6658 5.5110 4.3499
H: 1.5798 3.2145 3.3945
H: 1.0600 3.8184 0.9306
H: 2.3506 2.6767 1.1554
H: 2.7194 4.3666 0.8421
H: 3.9869 4.6015 2.8301
C: -3.6351 -1.7370 5.6572
C: -4.0630 -1.7966 4.2151
C: -5.3971 -1.1627 3.9178
O: -3.0351 -1.1491 3.3703
H: -4.5020 -2.0736 6.2398
H: -3.4891 -0.7108 6.0029
H: -2.8085 -2.3836 5.9403
H: -4.0890 -2.8390 3.8901
H: -5.4814 -0.9836 2.8447
H: -5.4822 -0.1968 4.4254
H: -6.2117 -1.8165 4.2185
H: -3.1631 -0.1955 3.3988

Lowest unoccupied orbital energy (alpha / beta), eV: -2.80 / -4.50
Total charge: +1
⟨S²⟩: 8.762
Energy above the lowest of the compared OMol25 structures with the same formula, charge and spin, eV: 0.000
Spin multiplicity: 6
Energy, eV: -88896.3236
F_max, Eh/bohr: 0.0612

(2)
The molecule C9H19N3OS at a distorted geometry. Source: the OMol25 dataset; level of theory: the ωB97M-V functional and the def2-TZVPD basis.

Atoms and positions in Å:
C: -1.9439 -1.4893 -1.3928
C: -0.7604 -0.6387 -1.4773
C: -3.2983 -0.7530 -1.3991
C: 0.3169 -0.8840 -0.4384
C: -3.1795 0.5537 0.9051
C: 4.0528 1.3789 -0.6756
C: 1.9816 -0.9461 1.8140
C: 3.3965 0.7086 0.5556
C: 2.4470 -0.5732 0.4503
N: -2.7843 2.7689 0.7525
N: -3.1980 1.6574 0.1960
N: 1.4781 -0.3824 -0.5885
O: -3.2459 -2.1323 0.9321
S: -4.0411 -1.0026 0.3696
H: -1.9317 -2.2268 -2.1257
H: -1.8385 -2.1020 -0.4349
H: -0.3089 -0.7097 -2.5193
H: -1.0285 0.4217 -1.1856
H: -3.2229 0.2579 -1.5957
H: -4.0197 -1.1529 -2.0288
H: -0.1208 -1.5095 0.3019
H: -2.9188 0.3703 1.9713
H: 4.7840 0.7426 -1.1358
H: 3.4091 1.5172 -1.5930
H: 4.5963 2.3772 -0.2435
H: 2.8126 -1.4101 2.5059
H: 1.6161 -0.0693 2.3018
H: 1.2201 -1.7530 1.7318
H: 4.3463 0.3534 1.1662
H: 2.9861 1.5366 1.2273
H: 3.2590 -1.1825 -0.0174
H: -2.6209 3.4595 0.0459
H: -2.2403 2.8133 1.6242

Lowest unoccupied orbital energy, eV: 0.62
Energy above the lowest of the compared OMol25 structures with the same formula, charge and spin, eV: 3.080
Spin multiplicity: 1
Energy, eV: -26989.3884
F_max, Eh/bohr: 0.0840

(3)
A structure of composition C4H9NO. Source: the OMol25 dataset; level of theory: the ωB97M-V functional and the def2-TZVPD basis.

Atoms and positions in Å:
C: 1.2910 0.9245 1.0459
C: 0.3126 -0.0283 0.6216
C: -1.1696 1.0588 -0.4067
N: 0.6135 -0.9564 -0.3732
C: -0.2338 -1.9786 -0.7286
O: -1.3235 -2.1595 -0.2357
H: 1.3581 1.1571 2.1001
H: 0.0705 1.2931 0.3502
H: 2.1530 1.0999 0.4106
H: -0.4201 -0.3832 1.3394
H: -1.8935 0.2411 -0.4414
H: -0.8280 1.3082 -1.4181
H: -1.6362 1.9293 0.0747
H: 1.5105 -0.8742 -0.8297
H: 0.1957 -2.6316 -1.5091

Lowest unoccupied orbital energy, eV: 0.82
Energy above the lowest of the compared OMol25 structures with the same formula, charge and spin, eV: 5.361
Spin multiplicity: 1
Energy, eV: -7826.9588
F_max, Eh/bohr: 0.0094

(4)
A cluster of 2 separate species, C14H30N7O4PSSi2 in total. Source: the OMol25 dataset; level of theory: the ωB97M-V functional and the def2-TZVPD basis.

Atoms and positions in Å:
N: 1.6573 3.0567 -3.9655
P: 1.7949 1.6978 -3.2845
O: 2.9612 0.8073 -3.9228
O: 2.1673 1.7466 -1.7215
C: 0.3303 0.5951 -3.2715
N: -0.0296 0.0279 -4.4309
N: -1.0959 -0.7156 -4.4308
C: -1.7618 -0.8735 -3.2741
C: -3.0050 -1.7042 -3.3047
C: -4.1787 -0.9523 -3.9547
C: -5.5264 -1.6005 -3.6288
C: -6.0315 -1.2435 -2.2201
S: -7.8262 -0.9908 -2.1173
C: -7.8479 0.7467 -2.2022
N: -7.0583 1.6020 -1.6625
N: -7.5297 2.8605 -2.0336
C: -8.5602 2.6501 -2.7566
O: -8.8430 1.3403 -2.9146
N: -1.3905 -0.3217 -2.1180
N: -0.3173 0.4289 -2.1208
H: 0.7545 3.2695 -4.3647
H: 3.3281 0.1463 -3.3224
H: 1.7686 1.0104 -1.2344
H: -3.2495 -1.9889 -2.2775
H: -2.7956 -2.6112 -3.8782
H: -4.0365 -0.9412 -5.0392
H: -4.1784 0.0866 -3.6059
H: -5.4138 -2.6897 -3.6954
H: -6.2689 -1.3106 -4.3747
H: -5.8202 -2.0374 -1.4994
H: -5.5487 -0.3425 -1.8377
H: -9.2170 3.3715 -3.2184
O: 3.2622 -0.2790 4.0990
Si: 2.6345 -0.0439 2.5976
C: 3.2268 -1.3917 1.4387
C: 3.1660 1.6168 1.9284
C: 0.7765 -0.1099 2.7078
Si: 4.7051 -0.3762 4.8895
C: 4.3617 -0.6910 6.6922
C: 5.6470 1.2258 4.6981
C: 5.7200 -1.7817 4.1897
H: 4.3033 -1.3296 1.2663
H: 2.7272 -1.3071 0.4695
H: 3.0073 -2.3828 1.8407
H: 2.9116 2.4205 2.6224
H: 2.6731 1.8353 0.9783
H: 4.2434 1.6536 1.7535
H: 0.3890 0.6687 3.3672
H: 0.4308 -1.0741 3.0853
H: 0.3383 0.0420 1.7178
H: 3.7726 0.1152 7.1331
H: 5.3041 -0.7599 7.2407
H: 3.8167 -1.6254 6.8382
H: 5.9408 1.3990 3.6608
H: 6.5562 1.2050 5.3034
H: 5.0454 2.0774 5.0224
H: 6.0163 -1.5883 3.1565
H: 5.1616 -2.7198 4.2094
H: 6.6309 -1.9191 4.7768

Lowest unoccupied orbital energy, eV: -1.25
Spin multiplicity: 1
SMILES: N=P(O)(O)c1nnc(CCCCSc2nnco2)nn1.C[Si](C)(C)O[Si](C)(C)C
Energy, eV: -69507.4891
F_max, Eh/bohr: 0.0084